Below is one molecule with the formula C5H6ClN3O in a non-equilibrium geometry, with properties calculated with wB97M-V/def2-TZVPD.

**Net charge**: 0
**HOMO energy**: -8.36 eV
**Gap between HOMO and LUMO**: 8.601 eV
**Relative energy (zero: lowest compared OMol25 entry of this formula, charge and spin)**: 381.98 kJ/mol
**Electronic energy**: -893.6475 hartree

Structure (XYZ):
```
16
C5H6ClN3O, DFT wB97M-V/def2-TZVPD
C 1.909 -1.426 -0.946
C 1.086 0.538 0.125
C 0.757 -2.144 -0.910
C -1.430 -0.981 2.016
C -0.406 0.259 -0.443
N 2.040 -0.274 -0.215
N -0.894 -1.075 -0.376
N -1.506 -1.538 0.776
O -0.735 -0.007 2.304
Cl 0.568 -3.684 -1.223
H 2.756 -1.952 -1.303
H 1.205 1.305 0.813
H -2.300 -1.392 2.631
H -0.944 1.004 0.188
H -0.244 0.541 -1.515
H -2.155 -2.329 0.592
```

Taken from the Mulliken analysis, the atomic charges in e are: -0.369, 0.083, 0.343, 0.101, -0.795, -0.504, -0.376, 0.048, -0.528, -0.172, 0.373, 0.469, 0.299, 0.376, 0.410, 0.243